(1)
ORCA calculation (ωB97M-V with the def2-TZVPD basis set) on 2 unconnected molecules or ions with the total composition C5H12N in a non-equilibrium geometry.

## Properties
- Gap between HOMO and LUMO: 6.769 eV
- Net charge: +1
- HOMO level: -14.10 eV
- Relative energy (zero: lowest compared OMol25 entry of this formula, charge and spin): 132.97 kcal/mol

Element x y z (Å)
C1 1.22 -0.27 0.48
C2 1.37 1.20 0.03
C3 0.10 1.57 -0.75
C4 -0.34 0.50 -1.73
C5 -0.74 -0.60 -1.20
N1 -1.36 -1.64 1.71
H1 2.04 -0.87 0.08
H2 1.10 -0.40 1.55
H3 0.26 -0.64 -0.09
H4 1.31 1.76 0.96
H5 2.32 1.39 -0.49
H6 -0.54 1.35 0.13
H7 -0.01 2.58 -1.12
H8 -0.44 0.80 -2.76
H9 -1.23 -1.51 -1.54
H10 -1.43 -2.64 1.82
H11 -1.42 -1.32 0.75
H12 -2.21 -1.28 2.15



(2)
ORCA calculation (ωB97M-V with the def2-TZVPD basis set) on a single C6H3F molecule.

## Properties
- Gap between HOMO and LUMO: 9.576 eV
- Net charge: 0
- SMILES: C#CC(C#C)=CF
- HOMO level: -9.11 eV
- Relative energy (zero: lowest compared OMol25 entry of this formula, charge and spin): 0.00 kcal/mol

Element x y z (Å)
C1 -1.30 2.10 0.02
C2 -0.77 1.02 -0.02
C3 -0.12 -0.26 0.01
C4 1.32 -0.30 0.01
C5 2.52 -0.26 -0.01
C6 -0.84 -1.40 0.01
F1 -2.19 -1.37 -0.02
H1 -1.80 3.04 -0.03
H2 3.61 -0.17 -0.03
H3 -0.42 -2.41 0.06